DFT (wB97M-V/def2-TZVPD) results for a cluster of 3 separate species, C3H13NO3 in total.

For the HOMO-LUMO gap, the calculation gives 9.51 eV. The calculation puts the highest occupied orbital energy at -8.91 eV. The relative energy (zero: lowest compared OMol25 entry of this formula, charge and spin) is 21.46 kcal/mol.

Last column: Löwdin charge in e.
Cartesian coordinates (Å):
1 H 2.676 -0.858 -1.308  0.1096
2 H -0.206 1.172 -1.571  0.1065
3 H 0.916 -0.940 -1.298  0.1228
4 H -3.370 -0.113 -1.056  0.0382
5 H -0.021 1.645 1.416  0.0796
6 H -1.462 1.328 0.403  0.0661
7 H -0.981 -2.138 1.177  0.0330
8 H 2.472 1.328 -0.408  0.1139
9 O 1.904 -1.029 0.546  -0.0875
10 H -3.364 -1.534 -0.481  0.0452
11 C 0.388 1.554 -0.741  -0.2583
12 C -0.391 1.166 0.506  -0.1039
13 N 1.687 0.909 -0.882  -0.0741
14 H 0.585 2.617 -0.831  0.1084
15 H -0.327 0.085 0.614  0.0262
16 O -2.782 -0.803 -0.734  -0.0585
17 O -1.005 -1.721 2.049  -0.0649
18 H -0.078 -1.849 2.294  0.0325
19 H 1.572 -0.316 1.104  0.0518
20 C 1.790 -0.504 -0.802  -0.2865

***

DFT (wB97M-V/def2-TZVPD) results for a cluster of 2 separate species, C9H25N2O6P2S in total.

For the HOMO-LUMO gap, the calculation gives 8.05 eV. Its charge is +1. The calculation puts the highest occupied orbital energy at -11.10 eV.

Last column: Löwdin charge in e.
Cartesian coordinates (Å):
1 H 1.557 2.147 -1.334  0.0567
2 N -0.209 -1.361 3.013  0.0676
3 O 0.370 -0.327 -1.413  -0.1103
4 C 3.617 1.485 -4.597  -0.2034
5 O 2.356 1.755 -5.182  -0.1930
6 P 0.859 -1.046 -0.082  0.4184
7 H 4.503 1.122 -2.685  0.1291
8 H 0.416 -2.171 3.005  0.1955
9 S -1.373 0.449 4.586  0.8381
10 H -1.415 -0.350 1.644  0.1207
11 H 4.351 2.240 -4.893  0.1300
12 H -1.946 -3.217 4.157  0.1275
13 C -2.238 -2.195 3.905  -0.1631
14 H 0.390 -0.533 2.936  0.1378
15 H 1.140 3.237 -5.837  0.0901
16 H -4.488 -0.292 3.660  0.0316
17 C -1.047 -1.315 4.270  -0.5643
18 H -5.854 -2.237 1.941  0.0654
19 H 1.578 0.864 0.663  0.1058
20 C -2.413 -2.118 2.375  -0.3805
21 O 2.067 -1.857 -0.201  -0.2470
22 H 1.172 2.499 -3.033  0.0879
23 N -4.412 -0.076 2.674  -0.1626
24 H 0.367 -0.935 -2.168  0.1111
25 C -0.540 -1.989 0.599  -0.1503
26 C -1.164 -1.392 1.850  -0.3685
27 O 0.942 0.183 0.948  -0.1313
28 H -1.338 -2.047 -0.141  0.1101
29 C 3.530 1.412 -3.089  -0.1968
30 P -3.910 -1.288 1.616  0.8363
31 H -0.456 -1.717 5.086  0.1172
32 H -0.171 -3.001 0.777  0.1150
33 H -4.020 0.842 2.514  0.0376
34 H 2.801 0.645 -2.803  0.1117
35 H 1.626 3.819 -1.930  0.0950
36 O 3.182 2.660 -2.507  -0.1776
37 H -3.127 -2.000 4.502  0.1118
38 C 1.814 2.780 -2.195  -0.1097
39 H 3.960 0.516 -4.974  0.1280
40 H -2.444 -3.143 2.000  0.1169
41 H -2.561 0.235 5.159  -0.1139
42 H 2.475 3.802 -4.807  0.0851
43 O -4.929 -2.496 2.075  -0.2913
44 H 2.788 3.310 -6.489  0.0919
45 C 2.192 3.100 -5.596  -0.1062

***

DFT (wB97M-V/def2-TZVPD) results for a structure of composition C27H30CrN4O5Se2.

As for the spin multiplicity: 2. For the HOMO-LUMO gap (alpha / beta), the calculation gives 5.16 / 5.42 eV. Its charge is -1. The calculation puts the highest occupied orbital energy (alpha / beta) at -3.25 / -3.28 eV. The relative energy (zero: lowest compared OMol25 entry of this formula, charge and spin) is 0.00 kcal/mol.

Last column: Löwdin charge in e.
Cartesian coordinates (Å):
1 H 3.643 -0.140 3.856  0.0711
2 C -0.823 3.047 5.394  -0.2480
3 H -0.708 2.950 2.752  0.0402
4 H 1.523 -4.701 0.853  0.1051
5 C 2.909 -3.476 1.950  0.0150
6 H -2.251 6.072 -0.131  0.0960
7 N -1.589 0.047 0.788  -0.0577
8 H -1.657 -2.480 -1.356  0.1184
9 C -3.321 4.545 0.944  -0.1158
10 C 1.135 -2.615 0.612  -0.1126
11 C -1.359 2.779 -0.086  -0.3701
12 H -1.423 -2.017 1.048  0.0844
13 H -2.504 -0.943 -1.607  0.1260
14 Se -0.282 -1.046 4.201  0.3912
15 C 0.230 2.682 3.231  -0.4554
16 H 0.292 -2.780 -0.044  0.0954
17 C 3.264 -2.161 2.219  -0.0969
18 O -0.504 1.990 -0.639  -0.1764
19 H 1.715 2.607 5.593  0.1216
20 C 4.453 -1.908 3.100  -0.4975
21 C -1.998 -1.307 0.458  -0.1877
22 C 2.522 -1.141 1.646  -0.1035
23 H 3.477 -4.284 2.391  0.1223
24 C -2.521 0.904 1.002  -0.0737
25 H 0.619 -0.276 -5.035  0.1041
26 H -3.060 -1.474 0.658  0.1200
27 H -1.758 0.932 3.698  0.0280
28 C -1.700 -1.431 -1.044  -0.1755
29 Se 1.359 1.917 1.796  0.8164
30 H 0.852 1.261 6.379  0.1226
31 H -3.518 0.531 1.256  0.1381
32 C -0.057 -0.594 -2.524  -0.0659
33 H 3.829 1.886 -1.969  0.1174
34 O 1.912 0.712 -0.806  -0.2064
35 H -0.175 3.930 5.493  0.1188
36 N 1.439 -1.344 0.887  0.0083
37 H 5.220 -0.581 4.404  0.1129
38 H -4.136 2.825 1.917  0.1124
39 C 3.314 1.488 -4.015  -0.0904
40 C 1.182 1.667 5.410  -0.2540
41 Cr 0.303 0.359 0.201  0.5386
42 C 1.329 0.197 -4.363  -0.0653
43 N -0.436 -0.740 -1.302  -0.0737
44 C 2.401 0.871 -4.886  -0.1207
45 H -0.533 4.521 -1.010  0.1149
46 H 2.544 0.925 -5.958  0.0883
47 C -2.387 2.316 0.792  -0.1543
48 C 2.030 0.741 -2.084  -0.3208
49 H -2.462 4.101 5.254  0.0808
50 C 3.140 1.415 -2.658  -0.0014
51 O 2.106 0.782 4.827  -0.1943
52 O 5.350 -2.736 3.193  0.0288
53 H 4.157 2.035 -4.420  0.0981
54 O -2.045 3.395 4.757  -0.0597
55 H -0.678 -1.028 -3.314  0.1357
56 C 1.101 0.109 -2.976  -0.1309
57 C 1.834 -3.698 1.111  -0.0327
58 H -1.019 2.661 6.405  0.1216
59 H -1.564 0.671 5.428  0.0376
60 C -2.295 5.017 0.116  -0.0936
61 C -1.343 4.163 -0.386  -0.0057
62 H 0.758 3.606 3.479  0.0536
63 C -0.081 1.974 4.577  -0.5367
64 C -1.023 0.765 4.485  -0.5834
65 C -3.357 3.209 1.266  -0.0547
66 H -4.083 5.220 1.313  0.0878
67 H 1.570 -0.015 4.573  -0.0899
68 N 4.464 -0.733 3.760  0.2014
69 H 2.803 -0.110 1.814  0.0325

***

DFT (wB97M-V/def2-TZVPD) results for a structure of composition C21H21ClN4O2SSiV.

As for the spin multiplicity: 4. For the HOMO-LUMO gap (alpha / beta), the calculation gives 4.74 / 7.57 eV. The calculation puts the highest occupied orbital energy (alpha / beta) at -5.85 / -8.52 eV.

Last column: Löwdin charge in e.
Cartesian coordinates (Å):
1 S 0.113 -1.087 1.051  0.7004
2 C -3.892 -0.932 -0.964  -0.0494
3 C -2.671 -0.958 -1.591  -0.1466
4 C -1.384 -1.066 4.044  -0.2095
5 C -2.740 -0.992 1.187  -0.2168
6 H -1.090 3.898 -1.587  0.1060
7 V 0.428 -1.061 -1.215  0.6394
8 C 1.816 1.426 -1.544  -0.1455
9 H 1.245 4.765 -1.534  0.0920
10 C 4.746 -1.512 -1.485  -0.0408
11 N 0.508 0.951 -1.567  -0.0368
12 H -3.336 1.386 3.224  0.0390
13 N 2.434 -0.874 -1.455  -0.0146
14 H 1.022 -3.616 -0.868  -0.0177
15 H -1.505 1.492 -1.611  0.1001
16 H -4.122 0.549 4.572  0.0360
17 H -2.582 -0.967 -2.670  0.1251
18 C 4.522 2.191 -1.521  0.0606
19 H -4.869 -0.937 0.936  0.1046
20 H -1.634 -1.081 5.110  0.0371
21 H -4.805 -0.915 -1.542  0.1077
22 H -0.767 -0.185 3.846  0.0245
23 C 2.826 0.456 -1.504  -0.1429
24 C 1.065 3.707 -1.547  -0.0053
25 C -3.946 -2.565 3.432  -0.1741
26 H -4.874 0.550 2.971  0.0290
27 C -3.907 -0.950 0.428  -0.0704
28 C -1.545 -1.012 0.453  -0.6627
29 H 6.198 0.073 -1.510  0.1251
30 Si -2.959 -1.034 3.068  0.4899
31 C 2.134 2.814 -1.537  -0.0631
32 C 5.146 -0.193 -1.503  0.0036
33 N -1.530 -0.987 -0.898  -0.1610
34 H -0.785 -1.952 3.817  0.0228
35 H 5.557 2.500 -1.527  0.1315
36 O 3.226 5.421 -1.543  0.0729
37 C 0.441 -3.113 -1.641  -0.6949
38 H -4.905 -2.571 2.907  0.0303
39 C -0.497 1.877 -1.592  -0.1236
40 H -3.384 -3.449 3.115  0.0411
41 Cl -1.179 -3.964 -1.618  0.4235
42 C 3.381 -1.799 -1.453  -0.0963
43 H 0.882 -3.385 -2.604  -0.0099
44 C 3.556 3.136 -1.528  -0.0549
45 C 4.189 0.821 -1.510  -0.1457
46 C -0.254 3.211 -1.577  -0.0581
47 H -4.147 -2.658 4.504  0.0360
48 O 5.244 4.714 -1.476  0.0660
49 N 4.045 4.526 -1.542  -0.3417
50 H 3.044 -2.828 -1.415  0.1080
51 H 5.458 -2.324 -1.483  0.1065
52 C -3.917 0.500 3.498  -0.1762